1.
The following is a DFT calculation (the ωB97M-V functional and the def2-TZVPD basis) of a single C6H10 molecule at a distorted geometry.

The calculation puts the electronic energy at -234.44569 a.u. Its SMILES is C[C@H]1C[C@H]2C[C@H]21. The energy relative to the best compared isomer or geometry (same formula, charge and spin) comes out at 411.7 kJ/mol. Its gap between HOMO and LUMO is 8.77 eV. Its largest force on an atom is 0.088 hartree/bohr. The multiplicity is 1. Its LUMO energy is 1.19 eV. The calculation puts the HOMO energy at -7.574 eV.

CARTESIAN COORDINATES (ANGSTROEM)
C (-1.116, -0.638, 1.603)
C (-0.556, 0.414, 0.624)
C (0.957, 0.680, 0.525)
C (0.811, 0.665, -1.012)
C (0.842, -0.671, -1.604)
C (-0.613, 0.222, -0.850)
H (-0.847, -0.476, 2.658)
H (-2.206, -0.712, 1.536)
H (-0.720, -1.635, 1.320)
H (-1.025, 1.430, 0.049)
H (1.342, 1.596, 0.979)
H (1.551, -0.167, 0.893)
H (1.101, 1.519, -1.601)
H (1.185, -1.550, -1.064)
H (0.848, -0.752, -2.700)
H (-1.556, 0.073, -1.355)

Atoms 1-2, force components in eV/Å:
-0.140 0.480 -0.294
-0.486 1.078 -1.169

=====

2.
The following is a DFT calculation (the ωB97M-V functional and the def2-TZVPD basis) of a molecular structure, C5H7HgO4.

The calculation puts the electronic energy at -648.66378 a.u. Its expectation value of S² is 2.007. The energy relative to the best compared isomer or geometry (same formula, charge and spin) comes out at 127.4 kJ/mol. Its gap between HOMO and LUMO (spin up / spin down) is 8.24 / 4.16 eV. Its largest force on an atom is 0.018 hartree/bohr. Its net charge is +1. The multiplicity is 3. Its LUMO energy (spin up / spin down) is -3.84 / -7.92 eV. The calculation puts the HOMO energy (spin up / spin down) at -12.083 / -12.081 eV.

CARTESIAN COORDINATES (ANGSTROEM)
H (-2.600, -1.770, 0.244)
Hg (0.596, -3.096, -0.181)
O (-1.210, -2.201, 1.456)
O (-1.941, -0.025, 1.093)
C (-0.945, 0.901, 0.650)
C (-0.531, 0.335, -0.701)
O (-0.724, -1.118, -0.454)
C (-1.651, -1.269, 0.593)
H (-1.402, 1.892, 0.583)
H (-0.106, 0.910, 1.362)
H (0.532, 0.467, -0.923)
H (-1.230, 0.612, -1.500)
H (0.360, 3.289, -2.871)
O (1.949, 4.779, -0.609)
C (0.113, 3.734, -1.907)
C (1.080, 4.335, -1.235)
H (-0.918, 3.951, -1.629)

Atoms 1-2, force components in eV/Å:
0.199 0.129 0.066
0.158 -0.201 0.015

=====

3.
The following is a DFT calculation (the ωB97M-V functional and the def2-TZVPD basis) of a gas-phase ion, C4H9ClN (charge +1) at a distorted geometry.

The calculation puts the electronic energy at -672.45433 a.u. Its SMILES is C/C(=C/Cl)C[NH3+]. The energy relative to the best compared isomer or geometry (same formula, charge and spin) comes out at 31.1 kJ/mol. Its gap between HOMO and LUMO is 10.03 eV. Its largest force on an atom is 0.086 hartree/bohr. Its net charge is +1. The multiplicity is 1. Its LUMO energy is -3.67 eV. The calculation puts the HOMO energy at -13.697 eV.

CARTESIAN COORDINATES (ANGSTROEM)
C (1.455, -1.025, 0.529)
C (0.253, -0.653, 0.147)
C (-0.920, -1.625, 0.278)
C (-0.242, 0.787, -0.533)
N (0.959, 1.639, -0.966)
Cl (2.919, -0.117, 0.444)
H (1.670, -1.904, 1.062)
H (-1.165, -1.958, 1.308)
H (-1.726, -1.155, -0.283)
H (-0.617, -2.447, -0.310)
H (-0.943, 0.509, -1.329)
H (-0.896, 1.304, 0.181)
H (1.100, 1.593, -1.933)
H (1.815, 1.290, -0.601)
H (0.722, 2.682, -0.840)

Atoms 1-2, force components in eV/Å:
0.061 1.123 -0.053
-1.554 2.015 -0.645

=====

4.
The following is a DFT calculation (the ωB97M-V functional and the def2-TZVPD basis) of 4 unconnected molecules or ions with the total composition C48H65NO15 at a distorted geometry.

The calculation puts the electronic energy at -3051.16300 a.u. Its SMILES is CCCCCCCCCCCCCCO[C@H](CCO)CO[C@H](CCc1ccccc1)N=C(C)C.O=C1C=C(O)C(=O)C=C1O.O=C1C=C(O)C(=O)C=C1O.O=C1C=C(O)C(=O)C=C1O. The energy relative to the best compared isomer or geometry (same formula, charge and spin) comes out at 0.0 kJ/mol. Its gap between HOMO and LUMO is 5.97 eV. Its largest force on an atom is 0.069 hartree/bohr. The multiplicity is 1. Its LUMO energy is -1.75 eV. The calculation puts the HOMO energy at -7.721 eV.

CARTESIAN COORDINATES (ANGSTROEM)
C (4.407, 2.489, 1.191)
C (3.004, 3.110, 1.254)
C (2.449, 3.337, -0.169)
C (0.898, 3.458, -0.166)
C (0.480, 4.574, -1.127)
C (-0.788, 4.335, -1.975)
C (-0.898, 2.946, -2.654)
C (-2.237, 2.260, -2.312)
C (-2.316, 1.561, -0.938)
C (-3.128, 2.354, 0.106)
C (-2.797, 1.852, 1.510)
C (-3.890, 2.245, 2.537)
C (-4.918, 1.135, 2.764)
C (-4.358, -0.039, 3.561)
O (-3.700, -1.024, 2.792)
C (-4.474, -1.687, 1.828)
C (-5.733, -2.370, 2.382)
C (-5.479, -3.132, 3.681)
O (-6.368, -2.793, 4.738)
C (-3.592, -2.771, 1.222)
O (-2.316, -2.227, 1.045)
C (-1.288, -3.174, 0.768)
C (-0.449, -3.298, 2.051)
C (1.035, -3.551, 1.850)
C (1.856, -2.292, 1.819)
C (1.451, -1.111, 2.338)
C (2.230, -0.018, 2.228)
C (3.423, -0.063, 1.624)
C (3.871, -1.247, 1.127)
C (3.071, -2.331, 1.232)
N (-0.517, -2.784, -0.400)
C (-0.621, -3.445, -1.483)
C (-1.842, -3.268, -2.365)
C (0.415, -4.399, -1.996)
H (4.830, 2.422, 2.190)
H (5.051, 3.098, 0.568)
H (4.353, 1.476, 0.796)
H (3.004, 4.057, 1.788)
H (2.328, 2.411, 1.754)
H (2.880, 4.263, -0.541)
H (2.788, 2.553, -0.842)
H (0.508, 2.482, -0.436)
H (0.589, 3.646, 0.859)
H (1.288, 4.881, -1.784)
H (0.263, 5.445, -0.506)
H (-1.695, 4.575, -1.433)
H (-0.748, 5.067, -2.782)
H (-0.904, 3.087, -3.733)
H (-0.042, 2.313, -2.441)
H (-2.507, 1.550, -3.091)
H (-3.009, 3.028, -2.314)
H (-2.874, 0.638, -1.083)
H (-1.351, 1.286, -0.522)
H (-4.185, 2.126, -0.052)
H (-2.991, 3.428, 0.007)
H (-1.864, 2.301, 1.843)
H (-2.708, 0.769, 1.481)
H (-3.458, 2.583, 3.475)
H (-4.426, 3.105, 2.130)
H (-5.712, 1.574, 3.372)
H (-5.382, 0.864, 1.817)
H (-3.591, 0.373, 4.212)
H (-5.109, -0.447, 4.239)
H (-4.747, -1.049, 0.984)
H (-6.182, -2.978, 1.604)
H (-6.433, -1.564, 2.614)
H (-5.594, -4.202, 3.500)
H (-4.465, -2.977, 4.038)
H (-7.032, -2.169, 4.439)
H (-3.567, -3.658, 1.859)
H (-4.017, -3.033, 0.245)
H (-1.746, -4.147, 0.578)
H (-0.843, -4.124, 2.641)
H (-0.629, -2.380, 2.594)
H (1.383, -4.216, 2.643)
H (1.214, -4.063, 0.913)
H (0.501, -1.027, 2.838)
H (1.863, 0.915, 2.621)
H (4.032, 0.821, 1.518)
H (4.830, -1.352, 0.650)
H (3.435, -3.268, 0.830)
H (-1.522, -3.200, -3.406)
H (-2.358, -2.352, -2.110)
H (-2.520, -4.120, -2.292)
H (-0.111, -5.152, -2.585)
H (0.935, -4.907, -1.194)
H (1.132, -3.934, -2.671)
C (7.142, 2.470, -4.751)
C (6.144, 2.928, -3.984)
C (6.076, 2.629, -2.512)
O (5.151, 3.093, -1.873)
C (7.116, 1.797, -1.930)
C (8.112, 1.336, -2.698)
C (8.194, 1.657, -4.164)
O (9.137, 1.220, -4.797)
O (9.087, 0.571, -2.222)
O (5.155, 3.673, -4.463)
H (7.202, 2.681, -5.809)
H (7.047, 1.575, -0.874)
H (9.672, 0.381, -2.981)
H (4.574, 3.868, -3.703)
C (-0.279, 3.134, 4.789)
C (0.903, 2.887, 5.373)
C (1.221, 3.382, 6.756)
O (2.306, 3.105, 7.231)
C (0.216, 4.168, 7.453)
C (-0.964, 4.417, 6.868)
C (-1.291, 3.900, 5.495)
O (-2.389, 4.149, 5.033)
O (-1.918, 5.130, 7.455)
O (1.863, 2.194, 4.773)
H (-0.519, 2.782, 3.794)
H (0.461, 4.533, 8.440)
H (-2.660, 5.156, 6.821)
H (2.608, 2.159, 5.405)
C (-1.558, -5.827, -8.272)
C (-1.987, -5.900, -7.005)
C (-1.105, -5.521, -5.849)
O (-1.567, -5.594, -4.724)
C (0.253, -5.092, -6.129)
C (0.685, -5.022, -7.397)
C (-0.205, -5.376, -8.556)
O (0.247, -5.272, -9.680)
O (1.914, -4.640, -7.712)
O (-3.210, -6.306, -6.687)
H (-2.183, -6.095, -9.112)
H (0.883, -4.839, -5.288)
H (1.965, -4.676, -8.687)
H (-3.263, -6.263, -5.713)

Atoms 1-2, force components in eV/Å:
0.249 1.964 -0.237
0.106 -0.899 -1.040

=====

5.
The following is a DFT calculation (the ωB97M-V functional and the def2-TZVPD basis) of a molecular structure, C2F6NO4S2Tm at a distorted geometry.

The calculation puts the electronic energy at -2912.61540 a.u. Its expectation value of S² is 2.002. The energy relative to the best compared isomer or geometry (same formula, charge and spin) comes out at 46.4 kJ/mol. Its gap between HOMO and LUMO (spin up / spin down) is 6.23 / 6.27 eV. Its largest force on an atom is 0.100 hartree/bohr. The multiplicity is 3. Its LUMO energy (spin up / spin down) is -3.23 / -3.18 eV. The calculation puts the HOMO energy (spin up / spin down) at -9.462 / -9.444 eV.

CARTESIAN COORDINATES (ANGSTROEM)
O (-5.531, 3.233, 3.202)
Tm (-5.984, 2.536, 1.072)
N (-4.658, 0.393, 1.187)
S (-4.015, 2.718, 3.894)
O (-3.178, 3.886, 4.312)
C (-4.611, 2.038, 5.537)
F (-3.565, 1.590, 6.227)
F (-5.459, 1.032, 5.357)
F (-5.214, 2.986, 6.242)
S (-4.221, 0.536, -0.259)
O (-4.753, 1.871, -0.813)
O (-4.368, -0.575, -1.221)
C (-2.386, 0.874, -0.362)
F (-2.063, 1.933, 0.377)
F (-1.710, -0.178, 0.094)
F (-2.001, 1.117, -1.612)

Atoms 1-2, force components in eV/Å:
1.678 -1.435 -0.945
3.981 -3.130 1.027